Entry from OMol25: 2 unconnected molecules or ions with the total composition C3H3NOS at a distorted geometry (wB97M-V/def2-TZVPD).

```
9
Properties=species:S:1:pos:R:3:forces:R:3:mulliken_charge:R:1
C 1.524828 -0.450828 -0.027233 -1.6 2.2 3.3 -0.941
C 1.493122 -0.889369 1.202058 -0.2 -0.3 0.5 0.751
C -1.730343 1.178055 -0.891019 -1.4 -2.1 2.1 0.364
N -2.280779 0.130264 -0.671651 0.4 2.1 -1.0 -0.324
O 1.406668 -1.238117 2.298077 0.1 -0.2 0.4 -0.348
S -1.267541 2.630568 -0.581341 0.7 1.2 -0.7 -0.315
H 1.136123 0.577077 0.044435 0.4 -0.4 -1.3 0.202
H 1.953122 -1.096042 -0.667323 1.3 -1.3 -2.9 0.334
H -2.235201 -0.841608 -0.706003 0.3 -1.3 -0.3 0.278
```
Positions in Å, forces in eV/Å.

Its SMILES is C=C=O.N=C=S. Its total energy is -644.2251 Eh. The relative energy (zero: lowest compared OMol25 entry of this formula, charge and spin) is 162.4 kJ/mol. The value obtained for the lowest unoccupied orbital energy is 0.478 eV. The highest occupied orbital energy comes out at -9.45 eV. The frontier orbital gap is 0.3650 Eh.

Entry from OMol25: a gas-phase ion, C5H16N3 (charge +1) at a distorted geometry (wB97M-V/def2-TZVPD).

```
24
Properties=species:S:1:pos:R:3:forces:R:3:mulliken_charge:R:1
N -0.567364 0.891017 1.404551 1.5 0.7 -1.4 -0.181
C 0.527970 0.994651 0.299175 1.0 1.0 0.8 -0.021
C 1.751540 0.307743 0.890725 1.1 -2.1 -0.8 -1.104
C 1.759392 -1.157172 0.364060 0.7 -0.9 1.3 -0.690
N 0.451054 -1.799051 0.645049 0.1 -0.5 0.4 -0.504
C 0.010124 0.665919 -1.131297 0.7 1.8 0.0 -0.682
N -1.412906 0.926752 -1.144719 -1.3 -1.0 -1.4 -0.554
C -2.415122 -0.231951 -1.362685 0.9 2.0 1.2 -0.911
H -0.292469 0.194743 2.087090 -0.3 -0.4 -0.1 0.387
H -0.492609 1.816298 1.822560 -1.0 -0.1 0.3 0.350
H -1.434103 0.692922 0.895631 -0.3 0.4 0.2 0.242
H 0.768621 2.072352 0.171192 -0.5 -0.5 0.9 0.636
H 2.761812 0.698271 0.695507 -0.6 0.5 -0.6 0.310
H 1.824239 0.252987 1.992756 -0.8 0.2 -0.3 0.396
H 2.066408 -1.281786 -0.672235 -0.4 0.4 -0.2 0.363
H 2.538221 -1.717641 0.910896 0.0 0.3 -0.2 0.424
H 0.548176 -2.284424 1.538813 -0.1 0.5 0.2 0.242
H 0.280843 -2.624056 0.075576 0.1 0.4 -0.6 0.218
H 0.442555 -0.174404 -1.656333 -0.5 -0.9 0.4 0.426
H 0.493547 1.514749 -1.662824 -0.4 -0.6 -0.2 0.404
H -1.629421 1.540699 -1.921717 0.3 0.3 0.4 0.311
H -3.005333 -0.036671 -2.236146 -0.2 0.1 -0.5 0.363
H -1.885591 -1.154808 -1.508392 -0.1 -0.6 0.5 0.258
H -3.089587 -0.107144 -0.497227 0.2 -1.1 -0.4 0.316
```
Positions in Å, forces in eV/Å.

Its SMILES is CNC[C@@H]([NH3+])CCN. Its total energy is -364.0877 Eh. The relative energy (zero: lowest compared OMol25 entry of this formula, charge and spin) is 230.0 kJ/mol. The value obtained for the lowest unoccupied orbital energy is -2.834 eV. Its total charge is +1. The highest occupied orbital energy comes out at -13.42 eV. The frontier orbital gap is 0.3892 Eh.